(1)
Below is a 2-piece molecular cluster, C4H12N2O3 overall, with properties calculated with ωB97M-V/def2-TZVPD.

Positions of all 21 atoms, in Å:
H1 -1.097 1.993 0.128
N1 -1.184 1.247 -0.549
H2 -1.897 0.577 -0.280
C1 0.062 0.620 -0.825
O1 -1.869 -1.664 0.164
H3 -0.425 -2.343 1.452
H4 1.987 1.128 -1.614
H5 2.439 -0.678 -0.426
H6 1.314 1.083 0.989
H7 0.610 1.798 -2.520
C2 0.870 0.130 0.684
C3 -1.305 -1.727 1.242
H8 1.090 2.508 -0.966
O2 -1.828 -1.234 2.364
H9 1.545 -1.770 0.303
N2 1.919 -0.834 0.433
H10 -0.816 -1.051 -1.206
O3 -0.084 -0.511 -1.590
H11 0.299 -0.122 1.579
H12 -2.637 -0.733 2.166
C4 1.005 1.583 -1.529

* strongest force on any atom: 3.42 eV Å⁻¹
* structure (SMILES): C[C@@](N)(O)CN.O=CO
* electronic energy: -13464.6824 eV
* ΔE to the lowest compared entry with this formula, charge and spin: 37.3 kcal per mole


(2)
Below is C17H30BrN5O2PdSSi as an isolated structure, with properties calculated with ωB97M-V/def2-TZVPD.

Positions of all 58 atoms, in Å:
C1 4.017 -1.244 -0.247
H1 -0.770 6.165 0.814
C2 -1.525 5.442 1.093
H2 4.493 -0.164 2.091
S1 -1.686 -3.649 1.191
C3 -3.412 3.579 1.849
H3 -1.349 -1.354 -5.205
H4 -1.318 -4.397 -3.686
H5 0.882 0.963 -0.005
C4 -1.738 1.739 2.192
H6 -4.265 -2.959 1.480
H7 -2.209 -0.541 2.870
H8 1.144 -0.204 -1.291
C5 -2.427 -2.383 2.032
H9 2.680 -2.680 0.772
H10 -0.039 -1.561 1.941
H11 0.416 -4.500 -3.397
H12 3.246 0.757 -1.755
H13 -0.181 -3.779 -4.913
H14 4.273 -1.341 -1.306
H15 2.143 -2.255 -0.849
H16 -4.258 -1.794 2.731
C6 -2.865 5.786 1.090
H17 -3.161 6.785 0.793
H18 4.808 -1.734 0.332
N1 -0.403 -1.522 2.902
H19 1.343 -0.350 -3.517
H20 -4.867 5.106 1.480
N2 -3.794 -2.194 1.930
Br1 0.734 3.816 1.478
N3 4.034 0.185 0.089
H21 3.733 1.396 1.754
H22 -1.742 -0.180 -3.926
H23 -0.183 -0.579 3.205
C7 2.305 -0.279 1.808
C8 2.984 0.859 -0.697
C9 1.225 -1.422 -3.719
N4 -1.814 -1.497 2.798
C10 1.592 0.238 -0.402
H24 1.228 -1.556 -4.811
N5 1.738 -0.834 0.585
O1 -2.500 1.243 3.070
C11 -0.368 -3.871 -3.832
C12 2.623 -1.861 0.049
H25 -2.667 -1.674 -4.052
H26 3.013 1.925 -0.450
H27 2.114 -1.924 -3.317
C13 -2.070 3.193 1.831
Si1 -0.424 -2.140 -2.950
Pd1 -0.861 -2.280 -0.681
H28 2.365 -1.074 2.557
C14 -3.815 4.847 1.473
H29 -4.127 2.834 2.171
C15 -1.140 4.156 1.455
C16 -1.663 -1.249 -4.155
C17 3.706 0.330 1.510
O2 -0.816 1.192 1.581
H30 1.614 0.485 2.170

* strongest force on any atom: 0.51 eV Å⁻¹
* electronic energy: -121897.3064 eV
* total charge: -2
* ΔE to the lowest compared entry with this formula, charge and spin: 12.2 kcal per mole